[1]
The following is a DFT calculation (ωB97M-V/def2-TZVPD) of 3 unconnected molecules or ions with the total composition C9H25N4 at a distorted geometry.

The geometry in XYZ format:
```
38
Properties=species:S:1:pos:R:3
N 0.443 -1.146 -1.223
N -1.983 3.001 -0.463
N -2.192 -2.604 -0.023
N -1.957 -1.364 -0.504
C 3.199 1.535 0.795
C -2.793 -0.240 -0.002
C -1.484 -3.558 -0.528
C 1.219 -0.424 -0.573
C -2.981 3.634 0.380
C 4.896 -0.195 0.104
C 2.589 -0.074 -0.930
C 3.431 0.136 0.310
C -2.995 -2.787 1.156
H 3.399 2.306 0.058
H 5.311 -0.054 1.098
H 2.248 1.752 1.173
H -2.374 2.907 -1.344
H -1.237 3.708 -0.422
H 5.350 0.440 -0.640
H -2.556 -2.131 1.954
H 4.925 -1.255 -0.064
H 3.137 -0.687 0.992
H 2.468 0.872 -1.339
H -2.796 -0.207 1.047
H -2.678 3.630 1.372
H -3.888 -2.301 1.006
H -1.015 -3.501 -1.466
H -1.336 -4.456 -0.014
H 3.059 -0.765 -1.632
H -2.984 4.656 0.134
H -0.967 -1.225 -1.016
H -3.681 -0.250 -0.448
H -3.016 -3.846 1.402
H 0.742 -1.323 -2.097
H 3.801 1.977 1.548
H 0.874 -0.020 0.348
H -3.971 3.258 0.135
H -2.208 0.602 -0.286
```

Its net charge is +1. The value obtained for the HOMO-LUMO gap is 8.8 eV. For the maximum force, the calculation gives 0.093 Eh/bohr. As for the total energy: -576.54749 a.u. Its HOMO energy is -11.99 eV.



[2]
The following is a DFT calculation (ωB97M-V/def2-TZVPD) of 8 unconnected molecules or ions with the total composition C9H25N7O18S at a distorted geometry.

The geometry in XYZ format:
```
60
Properties=species:S:1:pos:R:3
S -0.153 -0.054 -0.976
O -1.871 6.563 -6.205
O -1.592 -0.271 -0.198
O -0.326 -1.501 -1.805
O -3.300 -1.501 5.476
O -0.395 1.754 3.925
O -3.929 -0.142 6.906
O 0.031 7.487 -6.590
O -0.088 -2.326 -7.712
O 5.572 0.745 -0.193
O -0.390 -6.243 4.720
O -0.205 0.975 -1.998
O 0.998 -0.046 -0.053
O -5.058 5.245 0.118
O 6.664 0.066 -1.866
O -1.196 -4.039 -8.048
O -2.828 5.160 -0.059
O 1.554 2.781 3.917
O 1.156 -5.464 3.369
N -0.677 6.548 -6.535
N -3.980 4.873 -0.445
N 0.813 1.743 3.998
N -3.365 -1.129 6.626
N -0.323 -3.512 -7.468
N 0.601 -5.591 4.451
N 6.398 0.960 -1.060
C -0.811 -2.450 -0.930
C 1.294 -4.869 5.616
C -1.987 -1.660 -0.233
C -0.091 5.153 -6.478
C 0.512 -4.189 -6.336
C -4.096 3.995 -1.640
C 1.505 0.498 4.402
C -2.901 -1.978 7.696
C 7.001 2.219 -1.133
H 0.090 -2.734 -0.387
H 6.322 3.017 -0.833
H 7.815 2.291 -0.411
H 1.937 0.716 5.379
H -2.781 -2.883 7.101
H 7.421 2.243 -2.139
H -4.973 4.355 -2.178
H 1.878 -5.654 6.096
H 1.837 -4.008 5.226
H 2.256 0.246 3.653
H 0.078 -3.686 -5.471
H -3.819 -2.126 8.265
H 0.798 -0.318 4.249
H -1.092 -3.374 -1.437
H -2.978 -1.858 -0.640
H 0.183 -5.222 -6.222
H -2.043 -1.636 8.274
H 0.878 5.374 -6.029
H 0.480 -4.711 6.323
H -0.695 4.560 -5.791
H -4.370 3.171 -0.981
H -2.209 -2.096 0.740
H 0.002 4.817 -7.511
H -3.136 3.744 -2.091
H 1.585 -4.030 -6.445
```

The value obtained for the HOMO-LUMO gap is 10.6 eV. For the maximum force, the calculation gives 0.095 Eh/bohr. As for the total energy: -2492.88430 a.u. Its HOMO energy is -10.82 eV.



[3]
The following is a DFT calculation (ωB97M-V/def2-TZVPD) of a molecular structure, C9H26B4FNO6 at a distorted geometry.

The geometry in XYZ format:
```
47
Properties=species:S:1:pos:R:3
F -3.818 -0.854 -3.617
O 0.069 -3.022 -1.469
O -1.548 -4.155 -4.864
O 1.018 -0.206 0.224
O -0.363 -2.057 -4.660
O -2.117 -2.195 -6.311
O 1.911 2.800 5.003
N -2.402 -3.263 -1.681
C 2.885 3.058 6.014
C 3.101 1.804 6.846
C 1.987 0.054 1.241
C -4.303 0.270 -5.740
C -1.886 0.048 -4.843
C 1.524 1.217 2.104
C -3.393 0.189 -4.457
C 2.199 -1.201 2.073
C 2.427 4.223 6.878
B -1.820 -3.582 -6.148
B -0.992 -3.177 -4.000
B -1.058 -3.163 -2.335
B -1.469 -1.423 -5.320
H 3.163 4.457 7.650
H 2.917 0.320 0.735
H 1.474 3.994 7.364
H 0.191 -0.442 0.658
H 0.569 0.988 2.585
H 2.255 1.450 2.879
H 3.813 3.324 5.503
H 2.951 -1.039 2.848
H 2.267 5.113 6.267
H -1.566 0.795 -5.604
H 0.067 -2.084 -1.209
H -1.305 0.256 -3.911
H 3.421 0.974 6.212
H 2.170 1.495 7.331
H -3.065 -3.343 -2.460
H 1.265 -1.511 2.552
H 3.857 1.966 7.617
H -2.582 -2.313 -1.331
H -5.041 -0.552 -5.660
H -3.661 0.130 -6.631
H 1.367 2.108 1.494
H -3.465 1.117 -3.847
H -1.796 -4.344 -7.056
H 2.522 -2.031 1.441
H -4.828 1.242 -5.803
H 1.086 2.565 5.440
```

The value obtained for the HOMO-LUMO gap is 10.2 eV. For the maximum force, the calculation gives 0.052 Eh/bohr. As for the total energy: -1064.27884 a.u. Its HOMO energy is -9.79 eV.



[4]
The following is a DFT calculation (ωB97M-V/def2-TZVPD) of 2 unconnected molecules or ions with the total composition C9H26BNO4P.

The geometry in XYZ format:
```
42
Properties=species:S:1:pos:R:3
P -3.283 1.253 0.063
O -1.645 -0.795 1.296
O -4.846 0.824 0.447
O -2.875 1.734 1.636
O 3.134 3.240 -0.999
N -3.230 -1.619 -0.422
C -1.063 -0.245 -1.153
C 4.552 3.901 0.873
C 1.973 -1.657 -1.014
C -3.195 -3.860 0.703
C 0.031 0.774 -0.802
C 4.371 3.008 -0.341
C 0.991 0.329 0.315
C 1.359 -1.149 0.307
C -2.642 -2.954 -0.418
B -2.243 -0.482 -0.043
H 4.355 1.960 -0.044
H -1.576 0.149 -2.043
H -2.808 -3.437 -1.387
H 5.494 3.687 1.381
H -2.395 -4.208 1.359
H 4.553 4.954 0.582
H -2.349 -0.749 1.942
H 0.494 0.525 1.269
H 5.202 3.148 -1.043
H -0.619 -1.192 -1.479
H -3.682 -1.448 -1.311
H -4.853 0.424 1.323
H 3.112 4.157 -1.289
H 2.108 -1.299 1.093
H 1.455 -2.555 -1.353
H -3.914 -3.298 1.294
H -3.676 -4.750 0.289
H -0.435 1.728 -0.530
H 1.842 -0.926 -1.813
H 1.889 0.956 0.306
H -1.554 -2.904 -0.298
H 3.034 -1.882 -0.911
H 3.732 3.750 1.576
H 0.498 -1.742 0.607
H 0.627 0.995 -1.696
H -1.920 1.655 1.726
```

Its net charge is -1. The value obtained for the HOMO-LUMO gap is 5.7 eV. For the maximum force, the calculation gives 0.013 Eh/bohr. As for the total energy: -1080.55037 a.u. Its HOMO energy is -2.97 eV.



[5]
The following is a DFT calculation (ωB97M-V/def2-TZVPD) of 2 unconnected molecules or ions with the total composition C9H26N2O3PS at a distorted geometry.

The geometry in XYZ format:
```
42
Properties=species:S:1:pos:R:3
S 2.448 -3.181 -0.422
P 1.984 -1.699 1.133
O 4.058 -3.225 -0.801
O 0.397 -1.341 0.794
O 2.829 -0.286 0.860
N -2.661 2.093 -0.212
N 2.189 -4.631 0.445
C -2.585 0.376 1.583
C -3.179 1.172 -1.212
C 5.683 -2.329 1.053
C -4.197 4.127 -0.467
C 5.675 -1.449 -0.248
C -2.798 3.510 -0.530
C -4.693 0.960 -1.279
C -2.992 1.782 1.170
C 4.579 -1.951 -1.271
H -4.913 0.050 -1.842
H -2.152 4.069 0.155
H -4.728 3.861 0.448
H -1.520 0.213 1.409
H -4.118 5.216 -0.490
H -4.807 3.837 -1.321
H -2.709 0.195 -1.053
H -4.062 1.917 1.379
H -2.821 1.481 -2.199
H 3.056 -4.751 0.986
H -2.377 3.693 -1.523
H -5.142 0.847 -0.291
H 5.081 -2.156 -2.227
H 3.803 -1.196 -1.465
H -3.148 -0.389 1.046
H -2.778 0.231 2.647
H 6.680 -1.572 -0.680
H 4.701 -2.292 1.567
H 0.306 -0.550 0.243
H 6.000 -3.363 0.858
H 2.227 -5.388 -0.243
H 2.457 0.193 0.107
H 5.479 -0.425 0.090
H -2.458 2.481 1.819
H -5.195 1.778 -1.794
H 6.400 -1.907 1.779
```

Its net charge is +1. The value obtained for the HOMO-LUMO gap is 5.8 eV. For the maximum force, the calculation gives 0.079 Eh/bohr. As for the total energy: -1432.98170 a.u. Its HOMO energy is -10.22 eV.



[6]
The following is a DFT calculation (ωB97M-V/def2-TZVPD) of a molecular structure, C9H27AgN4O7 at a distorted geometry.

The geometry in XYZ format:
```
48
Properties=species:S:1:pos:R:3
Ag 0.180 0.218 0.572
O 0.192 2.259 -0.523
O -2.079 -0.041 0.197
O 1.049 -0.932 -1.349
O 0.475 -1.721 1.797
O 2.595 0.504 1.148
O 2.434 -2.297 -3.811
O 0.633 1.201 2.777
N -0.881 2.561 -2.497
N 0.324 -3.990 1.695
N 1.389 2.960 -2.296
N 0.648 -2.937 3.706
C 1.893 1.866 2.998
C 0.493 -1.452 -2.548
C 0.206 2.617 -1.721
C 3.023 1.060 2.361
C 1.412 -1.337 -3.759
C -3.471 1.926 -0.005
C 0.489 -2.813 2.371
C -3.331 0.486 0.464
C -4.346 -0.408 -0.283
H 0.489 -4.902 2.082
H 0.448 0.771 3.619
H 0.663 -3.818 4.183
H -2.834 2.664 0.475
H 1.389 3.394 -3.201
H 2.397 -2.859 -3.034
H -4.078 -0.461 -1.338
H 0.411 -3.985 0.694
H -0.437 -0.939 -2.779
H 2.090 2.089 4.047
H -4.517 2.192 0.170
H 0.559 -2.130 4.295
H -4.360 -1.420 0.119
H 1.725 -0.286 -3.829
H -3.673 0.436 1.506
H -3.375 1.951 -1.093
H 0.795 -1.412 -4.663
H -5.339 0.003 -0.111
H 1.815 2.853 2.536
H -0.802 2.627 -3.495
H -1.757 2.305 -2.084
H 1.907 -1.334 -1.176
H 2.238 2.737 -1.820
H 3.383 0.221 0.671
H 3.859 1.774 2.286
H 3.434 0.307 3.051
H 0.244 -2.509 -2.404
```

Its net charge is +1. The value obtained for the HOMO-LUMO gap (spin up / spin down) is 9.5 / 7.4 eV. For the maximum force, the calculation gives 0.049 Eh/bohr. As for the total energy: -1251.55176 a.u. Its HOMO energy (spin up / spin down) is -11.75 / -11.68 eV. Its multiplicity is 2.